The following is a DFT calculation (ωB97M-V with the def2-TZVPD basis set) of an isolated molecule of C6H12.

```
! wB97M-V def2-TZVPD RIJCOSX def2/J DEFGRID3
* xyz 0 1
H 0.34 -1.66 -1.51
C -1.57 0.48 0.36
H 1.29 0.63 -1.10
H -1.23 0.26 -1.76
C 0.00 -1.10 -0.64
H -2.13 -1.09 -1.07
H -0.09 -1.81 0.19
H -0.19 1.56 1.69
H -1.80 -0.17 1.21
C -0.30 1.27 0.64
H 1.10 0.47 0.85
C 1.09 -0.11 -0.32
H -2.45 1.13 0.21
C 2.19 -0.43 0.53
H 3.14 0.09 0.41
H 2.14 -1.30 1.17
H -0.21 2.16 0.01
C -1.32 -0.38 -0.88
*
```

- relative energy (zero: lowest compared OMol25 entry of this formula, charge and spin) (kcal/mol) = 112.1
- E_HOMO (eV) = -6.7
- HOMO-LUMO gap (eV) = 7.842
- lowest unoccupied orbital energy (eV) = 1.19

Charges computed using natural (NBO), reported in e: 0.234, -0.422, 0.227, 0.194, -0.436, 0.212, 0.209, 0.209, 0.195, -0.635, 0.437, -0.126, 0.207, -0.737, 0.220, 0.211, 0.191, -0.391